Entry 1:
A molecular structure, C5H10O2. Source: the OMol25 dataset; level of theory: the ωB97M-V functional and the def2-TZVPD basis.

Summary:
DFT total energy in Eh: -346.9212
Total charge: 0
Multiplicity: 1
Energy above the lowest of the compared OMol25 structures with the same formula, charge and spin in kJ/mol: 273.7
Gap between HOMO and LUMO in eV: 9.348

CARTESIAN COORDINATES (ANGSTROEM)
H -0.49531 -1.84067 -1.13429
H -2.49967 -1.85260 0.33486
C 0.79411 0.00046 0.73306
H 0.26766 1.85489 -0.05179
H 0.88786 0.33295 1.76332
C 2.03107 -0.29297 -0.06618
C -0.42027 -0.16613 0.22987
H -1.06617 -0.34390 -1.91604
H 0.65849 2.61916 1.18530
C -0.98243 -0.87976 -0.96662
C -2.25785 -0.88106 -0.10626
H 1.89920 -0.04036 -1.12425
H -3.14852 -0.41823 -0.53474
O -1.63693 -0.02207 0.87784
O 0.88272 2.54325 0.25058
H 2.25516 -1.36352 0.00132
H 2.89840 0.26481 0.29666

Löwdin population analysis, charges in e, atoms 1 to 5: 0.115 0.119 -0.141 0.009 0.121

Entry 2:
A single C5H10O2 molecule. Source: the OMol25 dataset; level of theory: the ωB97M-V functional and the def2-TZVPD basis.

Summary:
DFT total energy in Eh: -346.9958
Total charge: 0
Multiplicity: 1
Energy above the lowest of the compared OMol25 structures with the same formula, charge and spin in kJ/mol: 77.8
Gap between HOMO and LUMO in eV: 11.138

CARTESIAN COORDINATES (ANGSTROEM)
H 2.22264 1.07171 -1.37763
C -1.20912 -0.97685 1.12925
H 0.80672 -0.98630 1.39078
O -2.23148 -0.46090 1.49740
C 0.57608 0.05935 -0.45843
H -1.96880 -2.67735 1.14186
C -0.60920 0.48864 -1.31558
H -1.15397 -0.30009 -1.82983
H -1.38761 0.91906 -0.67088
H 1.13291 2.13842 -0.51516
C 0.11697 -0.24112 0.99009
H 1.05773 -0.87590 -0.69492
H 2.38133 1.07742 0.31057
H -0.36991 1.31882 -1.97025
O -1.05454 -2.33425 1.17672
H 0.06228 0.60820 1.66781
C 1.62796 1.17114 -0.47182

Löwdin population analysis, charges in e, atoms 1 to 5: 0.076 -0.523 0.120 0.101 -0.402

Entry 3:
A single C5H10O2 molecule. Source: the OMol25 dataset; level of theory: the ωB97M-V functional and the def2-TZVPD basis.

Summary:
DFT total energy in Eh: -346.9143
Total charge: 0
Multiplicity: 1
Energy above the lowest of the compared OMol25 structures with the same formula, charge and spin in kJ/mol: 291.7
Gap between HOMO and LUMO in eV: 9.847

CARTESIAN COORDINATES (ANGSTROEM)
C -0.20294 -0.71690 -0.86060
H -1.13480 -1.25793 -0.64948
H -2.65534 -0.09680 0.71953
O -2.14120 0.45364 1.32107
O 1.58306 -1.06302 0.78864
H -0.17119 -0.54959 -1.94246
H 1.79221 -1.60546 -1.18757
H -0.91032 2.04866 1.23084
C 1.11947 1.14082 -0.07110
C 1.02449 -1.58140 -0.39956
H 0.73068 -2.61384 -0.19380
H 1.89975 0.79154 -0.74568
H 0.86452 -0.47707 1.11423
C -1.28450 1.27482 0.55182
H 1.44551 1.85291 0.67985
H -1.85018 1.79394 -0.23858
C -0.10921 0.60569 -0.11715

Löwdin population analysis, charges in e, atoms 1 to 5: -0.117 0.106 0.081 -0.056 -0.112

Entry 4:
A single C5H10O2 molecule. Source: the OMol25 dataset; level of theory: the ωB97M-V functional and the def2-TZVPD basis.

Summary:
DFT total energy in Eh: -346.9649
Total charge: 0
Multiplicity: 1
Energy above the lowest of the compared OMol25 structures with the same formula, charge and spin in kJ/mol: 158.8
Gap between HOMO and LUMO in eV: 10.700

CARTESIAN COORDINATES (ANGSTROEM)
C -0.73997 -0.72578 -0.52876
C 0.29898 -1.05366 0.54514
H -2.50011 0.53655 -0.87165
H -2.38786 -0.10999 0.75437
H 2.41775 -0.47914 0.54770
H 0.00241 0.59626 -1.75568
H 1.90915 1.47042 -0.77360
H -0.22924 -1.28622 1.47773
H 0.77134 -1.98833 0.23823
C 1.44349 -0.04101 0.82257
H -1.32258 1.22602 0.30391
H -1.26947 -1.66161 -0.75757
H 1.50810 0.17881 1.89361
O 0.76073 2.25912 0.64894
C -1.78852 0.29318 -0.07264
O -0.09571 -0.36682 -1.74369
C 1.32991 1.30399 0.15922

Löwdin population analysis, charges in e, atoms 1 to 5: -0.443 -0.141 0.084 0.084 0.117